Here is a molecular structure, C4H7O4P at a distorted geometry from OMol25. Energies are from the ωB97M-V functional and the def2-TZVPD basis.

Each line ends with the natural charge from an NBO analysis.
Geometry (Å):
C1 -1.705 -1.181 0.400  -0.179
C2 -0.729 -0.229 -0.129  -0.056
C3 1.134 1.585 0.387  -0.629
C4 0.481 0.554 1.199  -0.415
O1 0.746 0.383 -2.433  -1.253
O2 1.433 -1.577 -0.934  -1.250
O3 -0.630 -1.807 -2.410  -1.253
O4 -2.077 0.186 -0.001  -0.563
P1 0.323 -0.865 -1.675  2.363
H1 -2.062 -1.977 -0.302  0.191
H2 -1.838 -1.550 1.421  0.130
H3 0.659 2.624 0.638  0.136
H4 1.121 1.372 -0.647  0.290
H5 2.102 1.697 0.805  0.165
H6 -0.083 0.960 1.933  0.144
H7 1.126 -0.176 1.748  0.178

Properties
Net charge ... -2
E ... -21738.2685 eV

***

Here is a gas-phase ion, C4H7O6S2 (charge -1) at a distorted geometry from OMol25. Energies are from the ωB97M-V functional and the def2-TZVPD basis.

Each line ends with the natural charge from an NBO analysis.
Geometry (Å):
O1 2.337 -0.929 1.344  -0.962
S1 1.708 -0.961 0.036  2.162
O2 2.295 -1.757 -0.987  -0.960
C1 1.245 0.690 -0.494  -0.672
C2 -0.231 0.717 -0.687  -0.459
C3 -0.861 -0.136 0.349  -0.036
O3 -0.858 0.490 1.571  -0.735
S2 -2.496 -0.713 -0.001  2.397
O4 -2.567 -0.734 -1.435  -1.031
O5 -2.732 -2.026 0.606  -1.005
O6 -3.317 0.370 0.592  -1.049
C4 -0.004 -1.503 0.312  -0.699
H1 1.768 0.972 -1.489  0.247
H2 1.737 1.037 0.424  0.255
H3 -0.700 1.736 -0.699  0.244
H4 -0.489 0.146 -1.692  0.261
H5 -1.706 0.813 1.746  0.505
H6 -0.223 -2.110 1.178  0.277
H7 -0.280 -2.021 -0.640  0.259

Properties
SMILES ... O=S1(=O)CC[C@@](O)(S(=O)(=O)[O-])C1
Net charge ... -1
E ... -38218.0354 eV

***

Here is 2 unconnected molecules or ions with the total composition C4H7OP at a distorted geometry from OMol25. Energies are from the ωB97M-V functional and the def2-TZVPD basis.

Each line ends with the natural charge from an NBO analysis.
Geometry (Å):
C1 2.518 -2.067 -0.249  -0.130
C2 1.865 -1.046 -0.282  -0.472
C3 0.977 1.039 1.353  -0.916
C4 -1.966 -0.072 -1.473  -0.485
O1 1.724 1.461 -1.285  -0.993
P1 0.998 0.479 -0.466  1.550
H1 3.185 -2.858 -0.007  0.239
H2 0.692 0.217 1.927  0.229
H3 2.061 1.262 1.472  0.246
H4 0.429 1.905 1.543  0.236
H5 -1.960 0.524 -2.349  0.166
H6 -2.086 -0.998 -1.696  0.153
H7 -1.953 0.455 -0.547  0.177

Properties
E ... -15592.6288 eV

***

Here is 2 unconnected molecules or ions with the total composition C4H7OP at a distorted geometry from OMol25. Energies are from the ωB97M-V functional and the def2-TZVPD basis.

Each line ends with the natural charge from an NBO analysis.
Geometry (Å):
O1 -2.654 -1.129 -0.034  -0.710
C1 -1.625 -0.335 0.337  -0.138
C2 -0.699 0.415 -0.519  -0.659
P1 0.085 -0.905 0.546  0.451
H1 -3.508 -0.657 -0.178  0.482
H2 -2.037 0.385 1.078  0.174
H3 -0.483 1.436 -0.513  0.229
H4 -0.513 0.085 -1.508  0.225
H5 0.385 0.156 1.375  -0.049
C3 3.080 -0.156 -0.051  -0.234
C4 3.628 -0.222 -1.103  -0.234
H6 2.528 -0.075 0.881  0.234
H7 4.034 0.050 -2.020  0.228

Properties
SMILES ... O[C@@H]1CP1.C#C
E ... -15593.0109 eV

***

Here is a molecular structure, C4H7OPb at a distorted geometry from OMol25. Energies are from the ωB97M-V functional and the def2-TZVPD basis.

Each line ends with the Mulliken charge.
Geometry (Å):
H1 -0.387 0.535 -1.862  0.261
C1 -0.068 -0.999 -0.302  -0.579
C2 0.383 0.211 -1.154  -0.497
C3 0.218 0.782 0.198  0.612
O1 1.199 1.135 0.973  -0.577
Pb1 3.138 0.988 1.320  0.476
H2 -0.665 -1.680 -0.920  0.397
H3 0.795 -1.533 0.126  0.267
H4 1.421 0.167 -1.500  0.259
H5 -1.004 1.323 0.668  0.463
C4 -1.450 -0.140 0.674  -0.836
H6 -2.312 -0.408 0.043  0.385
H7 -1.269 -0.378 1.738  0.370

Properties
Net charge ... +1
E ... -11542.0995 eV

***

Here is a single C4H7P molecule at a distorted geometry from OMol25. Energies are from the ωB97M-V functional and the def2-TZVPD basis.

Each line ends with the natural charge from an NBO analysis.
Geometry (Å):
C1 -0.359 0.669 1.220  -0.511
C2 0.150 -0.626 1.571  -0.298
C3 -0.467 -0.161 -1.474  -0.662
C4 -0.090 0.624 -0.292  -0.152
P1 1.160 0.879 -1.659  0.376
H1 -1.400 0.706 0.998  0.232
H2 0.025 1.545 1.657  0.226
H3 1.191 -0.872 1.749  0.197
H4 -0.539 -1.457 1.398  0.185
H5 -0.308 -1.296 -1.472  0.235
H6 -1.266 0.260 -2.042  0.223
H7 1.903 -0.271 -1.652  -0.053

Properties
E ... -13544.9027 eV